Density functional theory data (wB97M-V/def2-TZVPD) for C5H10O5 as an isolated structure at a distorted geometry.

Summary:
Energy relative to the best compared isomer or geometry (same formula, charge and spin) in kJ/mol: 396.3
Frontier orbital gap in eV: 8.5
Charge: 0
DFT total energy in eV: -15581.058

Each line ends with the Mulliken charge.
Atoms and positions in Å:
1 O -0.480 1.543 -2.789  -0.585
2 O 2.123 -0.037 1.880  -0.515
3 O -1.222 2.922 -1.261  -0.444
4 O -1.621 0.102 0.857  -0.517
5 O 1.167 -2.015 1.294  -0.536
6 C -0.507 -0.232 0.147  1.050
7 C -0.691 -1.310 -0.873  -1.205
8 C 0.407 0.831 -0.095  -1.129
9 C -0.515 1.798 -1.593  0.383
10 C 0.921 -0.659 1.549  0.007
11 H 1.634 -2.398 2.055  0.311
12 H 0.086 -2.073 -0.847  0.308
13 H -1.647 -1.832 -0.781  0.374
14 H 0.277 -0.555 2.428  0.347
15 H -0.652 -0.926 -1.899  0.276
16 H 2.693 -0.047 1.097  0.329
17 H 1.301 0.571 -0.648  0.415
18 H -1.520 3.347 -2.093  0.332
19 H 0.431 1.650 0.614  0.382
20 H -2.185 -0.679 0.957  0.419